Entry from OMol25: an isolated molecule of C21H24N2O4S (ωB97M-V/def2-TZVPD).

## Properties
- relative energy (zero: lowest compared OMol25 entry of this formula, charge and spin) (kJ/mol) = 276.1
- Kohn-Sham gap (hartree) = 0.323

```
52
C21H24N2O4S (ωB97M-V/def2-TZVPD)
C 1.17 2.15 -3.04
H 2.09 2.73 -3.11
O 1.39 0.88 -2.47
C 1.82 0.81 -1.18
C 1.94 -0.47 -0.65
C 2.31 -0.66 0.67
C 2.61 0.44 1.46
C 2.53 1.71 0.92
C 2.13 1.91 -0.39
H 2.05 2.91 -0.77
H 2.77 2.57 1.54
H 2.90 0.31 2.49
C 2.28 -2.05 1.26
N 0.92 -2.33 1.72
S -0.15 -2.84 0.53
O 0.58 -3.42 -0.56
O -1.12 -3.67 1.20
C -0.94 -1.32 -0.01
C -0.73 -0.18 0.73
C -1.19 1.05 0.27
C -1.90 1.09 -0.93
C -2.16 -0.07 -1.63
C -1.69 -1.31 -1.18
C -1.98 -2.57 -1.94
C -1.08 -2.65 -3.18
H -1.33 -3.53 -3.77
H -1.19 -1.76 -3.80
H -0.04 -2.73 -2.86
H -1.75 -3.42 -1.29
C -3.46 -2.67 -2.34
H -4.10 -2.51 -1.47
H -3.67 -3.66 -2.74
H -3.72 -1.94 -3.10
H -2.73 -0.02 -2.54
H -2.26 2.04 -1.31
C -0.88 2.25 1.01
C -1.02 3.59 0.70
C -0.46 4.26 1.81
N -0.03 3.39 2.69
O -0.28 2.15 2.21
C -0.33 5.72 2.02
H 0.26 6.17 1.23
H -1.32 6.19 2.02
H 0.15 5.91 2.98
H -1.45 4.03 -0.17
H -0.17 -0.24 1.65
H 0.87 -2.98 2.49
H 2.58 -2.78 0.51
H 2.95 -2.11 2.12
H 1.70 -1.32 -1.27
H 0.78 1.96 -4.04
H 0.43 2.71 -2.46
```